# 1
{
  "formula": "C34H65N3O21",
  "method": "wB97M-V/def2-TZVPD",
  "smiles": "CCOC(=O)OC.CCOC(=O)OC.CCOC(=O)OC.CCOC(=O)OC.CCOC(=O)OC.CCOC(=O)OC.CCOC(=O)OC.CC#N.CC#N.CC#N",
  "homo_lumo_gap_ev": 10.870,
  "spin_multiplicity": 1,
  "e_tot_ha": -3078.84604,
  "species": ["C", "C", "O", "C", "O", "O", "C", "H", "H", "H", "H", "H", "H", "H", "H", "C", "C", "O", "C", "O", "O", "C", "H", "H", "H", "H", "H", "H", "H", "H", "C", "C", "O", "C", "O", "O", "C", "H", "H", "H", "H", "H", "H", "H", "H", "C", "C", "O", "C", "O", "O", "C", "H", "H", "H", "H", "H", "H", "H", "H", "C", "C", "O", "C", "O", "O", "C", "H", "H", "H", "H", "H", "H", "H", "H", "C", "C", "O", "C", "O", "O", "C", "H", "H", "H", "H", "H", "H", "H", "H", "C", "C", "O", "C", "O", "O", "C", "H", "H", "H", "H", "H", "H", "H", "H", "C", "C", "N", "H", "H", "H", "C", "C", "N", "H", "H", "H", "C", "C", "N", "H", "H", "H"],
  "positions_angstrom": [[8.7195, 19.8694, 20.3705], [9.1302, 18.7456, 19.4902], [10.5870, 18.6967, 19.3867], [11.0850, 17.9517, 18.4105], [10.4264, 17.3933, 17.5426], [12.4181, 17.8589, 18.5501], [13.1048, 17.1620, 17.4334], [7.6339, 19.9952, 20.3976], [9.1307, 20.7886, 19.9625], [9.1405, 19.6883, 21.3512], [8.7721, 18.7678, 18.4747], [8.8085, 17.7988, 19.8866], [14.1661, 17.3781, 17.5587], [12.8010, 17.6380, 16.4989], [12.8747, 16.0897, 17.4215], [7.1619, 8.3779, 11.4466], [6.8721, 9.7588, 11.7724], [8.0930, 10.5676, 11.8415], [8.7732, 10.5196, 12.9929], [8.4677, 9.9690, 14.0130], [9.8625, 11.2739, 12.7257], [10.8095, 11.4096, 13.8378], [6.3816, 7.6817, 11.6525], [8.0359, 8.0181, 12.0054], [7.4848, 8.2894, 10.4081], [6.3235, 9.8679, 12.6907], [6.2201, 10.2850, 11.0833], [11.7460, 11.7826, 13.4476], [10.9430, 10.4279, 14.2949], [10.4334, 12.1635, 14.5016], [13.9419, 13.0616, 15.0561], [14.6640, 13.9375, 14.1297], [14.2904, 15.3228, 14.5910], [14.6365, 16.2610, 13.7415], [15.0529, 16.1082, 12.5945], [14.4656, 17.4519, 14.2956], [14.7116, 18.6176, 13.3357], [12.9061, 13.4218, 15.0768], [14.3656, 13.0774, 16.0697], [13.9197, 12.0213, 14.7574], [14.4528, 13.8029, 13.0572], [15.7457, 13.8959, 14.2180], [15.7878, 18.7659, 13.2303], [14.2248, 19.4881, 13.7499], [14.2183, 18.4515, 12.3949], [11.3261, 14.0880, 21.5046], [12.0996, 13.9678, 20.2392], [11.2245, 14.0736, 19.0415], [11.6680, 13.3296, 17.9984], [12.6378, 12.6728, 17.9056], [10.8118, 13.3988, 16.9916], [9.5571, 14.1685, 17.2329], [11.9967, 14.0066, 22.3464], [10.6688, 13.2651, 21.6232], [10.7111, 14.9589, 21.5997], [12.5788, 13.0024, 20.1885], [12.7889, 14.8094, 20.1576], [9.0348, 14.1397, 16.2743], [9.7686, 15.1690, 17.6110], [8.9498, 13.6120, 17.9318], [15.8879, 9.5768, 8.4764], [15.6459, 10.3232, 9.7258], [14.4748, 9.7199, 10.3194], [14.0807, 10.2301, 11.4681], [14.5829, 11.1228, 12.0514], [13.0084, 9.7113, 12.0163], [12.4606, 8.4781, 11.5058], [15.2571, 9.9365, 7.6472], [15.6668, 8.5150, 8.5941], [16.8816, 9.8443, 8.0990], [15.3821, 11.3734, 9.5829], [16.4909, 10.3661, 10.4160], [12.1843, 7.9165, 12.3745], [13.1579, 7.8841, 10.8829], [11.5721, 8.6686, 10.9561], [12.2566, 13.1491, 10.4306], [12.3505, 14.2714, 11.4342], [11.0773, 14.9728, 11.2588], [10.5568, 15.7318, 12.1937], [9.4698, 16.2427, 12.1165], [11.3766, 15.8651, 13.2178], [10.8568, 16.6641, 14.3159], [13.2621, 12.7423, 10.3297], [11.8004, 13.5261, 9.5207], [11.5767, 12.3979, 10.8218], [13.1553, 14.9884, 11.3524], [12.4877, 13.9254, 12.4467], [11.1436, 16.1997, 15.2561], [9.7637, 16.6695, 14.3151], [11.2404, 17.6570, 14.2044], [12.2680, 16.8848, 8.5901], [12.1238, 17.6700, 9.8707], [12.9253, 18.8492, 9.8812], [12.3260, 19.9554, 9.4394], [11.1681, 20.1350, 9.1359], [13.2655, 20.9064, 9.3965], [12.8800, 22.2248, 9.0194], [11.8740, 17.4137, 7.7388], [11.7121, 15.9696, 8.7650], [13.2823, 16.6114, 8.3117], [12.5331, 17.0959, 10.7284], [11.1022, 17.8890, 10.2155], [13.7945, 22.8277, 9.0042], [12.2279, 22.6875, 9.7568], [12.3416, 22.2664, 8.0927], [9.8798, 10.2920, 9.0989], [8.7576, 9.9483, 8.2244], [7.8713, 9.7446, 7.5247], [9.8463, 11.3764, 9.2779], [10.7748, 9.9553, 8.5499], [9.7572, 9.8208, 10.0572], [8.7507, 19.8491, 11.2461], [9.9791, 19.9646, 12.0001], [10.9413, 20.0314, 12.6322], [8.3126, 18.8547, 11.3057], [8.9128, 19.9844, 10.1855], [8.0717, 20.6486, 11.4753], [7.7232, 13.8340, 10.6222], [6.4746, 13.2383, 10.1696], [5.4803, 12.7175, 9.8664], [7.5961, 14.8554, 11.0094], [8.4343, 13.8677, 9.8153], [8.2207, 13.2512, 11.3951]]
}



# 2
{
  "formula": "C34H66NO12P2",
  "method": "wB97M-V/def2-TZVPD",
  "homo_lumo_gap_ev": 6.099,
  "spin_multiplicity": 1,
  "total_charge": -1,
  "e_tot_ha": -2975.28291,
  "species": ["C", "C", "C", "N", "C", "C", "C", "P", "O", "O", "C", "C", "O", "C", "C", "C", "O", "O", "P", "C", "C", "H", "H", "H", "H", "H", "H", "H", "H", "H", "H", "H", "H", "H", "H", "H", "H", "H", "H", "H", "H", "H", "H", "H", "H", "C", "C", "O", "C", "H", "H", "H", "H", "H", "H", "C", "C", "O", "C", "H", "H", "H", "H", "H", "H", "C", "C", "O", "C", "H", "H", "H", "H", "H", "H", "C", "C", "O", "C", "H", "H", "H", "H", "H", "H", "C", "C", "O", "C", "H", "H", "H", "H", "H", "H", "C", "C", "O", "C", "H", "H", "H", "H", "H", "H", "C", "C", "O", "C", "H", "H", "H", "H", "H", "H"],
  "positions_angstrom": [[-1.2759, -0.5228, -0.8558], [-0.7222, -0.2060, 0.3085], [-0.1607, 0.0253, 1.8361], [-1.3516, 0.0098, 2.7156], [-1.1798, -0.7443, 3.9896], [-1.5975, -2.3321, 3.8705], [-2.3061, -2.6147, 2.4342], [-3.1816, -4.3250, 2.4468], [-3.6453, -4.6392, 1.0066], [-2.2311, -5.5370, 3.1864], [-1.2306, -6.0886, 2.2810], [0.2944, -5.6673, 2.6117], [-4.5640, -4.0994, 3.4871], [-5.8007, -4.3832, 2.7746], [-6.3128, -3.1380, 1.8436], [0.9360, -1.1280, 2.0790], [1.9101, -0.8395, 2.9038], [0.9513, -2.4056, 1.5037], [0.7728, 1.7013, 1.7676], [1.6745, 1.6256, 0.0631], [-0.4587, 3.1551, 1.5294], [-1.9792, -0.9034, -1.6839], [-1.6602, 0.9680, 2.9921], [-1.9691, -0.3067, 4.7298], [-0.1659, -0.5935, 4.5225], [-0.6552, -2.9931, 3.9573], [-2.3758, -2.6189, 4.6754], [-1.5980, -2.5364, 1.5325], [-3.1450, -1.8222, 2.3269], [-1.2830, -7.2490, 2.4058], [-1.4127, -5.8834, 1.1662], [0.3979, -4.7055, 3.2287], [0.8282, -5.5449, 1.5819], [0.8227, -6.5745, 3.1087], [-6.6273, -4.4953, 3.5933], [-5.7942, -5.3899, 2.2092], [-5.4982, -2.8359, 1.0652], [-7.2380, -3.4491, 1.2040], [-6.5053, -2.2221, 2.5089], [0.9466, 1.8020, -0.8254], [2.5440, 2.3713, -0.0123], [2.0172, 0.5173, -0.0417], [-0.9708, 3.4475, 2.5209], [0.1483, 4.0875, 1.1773], [-1.2280, 2.9126, 0.6992], [-2.6980, 4.0987, -2.6186], [-3.4005, 4.5597, -1.3701], [-2.7784, 4.8317, -0.3574], [-4.9020, 4.6720, -1.4194], [-1.6223, 4.0650, -2.4369], [-3.0393, 3.0961, -2.8876], [-2.8929, 4.7977, -3.4348], [-5.3407, 3.6953, -1.6358], [-5.1955, 5.3969, -2.1822], [-5.2717, 5.0151, -0.4496], [1.2051, 5.5921, -5.6023], [0.2854, 6.1259, -4.5366], [-0.2699, 5.3778, -3.7482], [0.0776, 7.6162, -4.4810], [1.2588, 4.5051, -5.5221], [0.8188, 5.8513, -6.5907], [2.2083, 6.0032, -5.4673], [-0.3586, 7.9657, -5.4182], [1.0295, 8.1171, -4.2964], [-0.6084, 7.8559, -3.6642], [4.1672, -8.2600, 2.1823], [2.7193, -8.6472, 2.0391], [1.8702, -7.8237, 1.7430], [2.3602, -10.0903, 2.2757], [4.2776, -7.1910, 1.9835], [4.5073, -8.4635, 3.2003], [4.7731, -8.8145, 1.4621], [2.6200, -10.3754, 3.2977], [2.8858, -10.7261, 1.5596], [1.2841, -10.2230, 2.1378], [1.2695, 11.8055, -4.0469], [1.2993, 11.1785, -5.4155], [0.7215, 10.1294, -5.6439], [2.0700, 11.8972, -6.4911], [0.6784, 11.1789, -3.3744], [2.2849, 11.8826, -3.6514], [0.8076, 12.7938, -4.1009], [3.1209, 11.9785, -6.2042], [1.6436, 12.8897, -6.6536], [2.0043, 11.3309, -7.4235], [2.2673, -6.6029, -1.2638], [3.3474, -5.7780, -1.9102], [3.9748, -6.1950, -2.8723], [3.6239, -4.4191, -1.3245], [2.1769, -7.5574, -1.7893], [2.5249, -6.8007, -0.2215], [1.3116, -6.0777, -1.3252], [3.9410, -4.5200, -0.2841], [2.7282, -3.7972, -1.3882], [4.4258, -3.9374, -1.8901], [4.3907, 2.3339, -6.1289], [2.9394, 1.9600, -6.2733], [2.1003, 2.7876, -6.5887], [2.5638, 0.5257, -6.0134], [4.5139, 3.3980, -6.3460], [4.7230, 2.1446, -5.1058], [4.9943, 1.7603, -6.8358], [2.8151, 0.2561, -4.9852], [3.0863, -0.1283, -6.7153], [1.4872, 0.4020, -6.1547], [-0.5989, -2.0115, 7.5369], [-0.9197, -0.5561, 7.7514], [-1.1723, 0.1810, 6.8145], [-0.9164, -0.0465, 9.1689], [-0.6381, -2.2374, 6.4684], [0.4070, -2.2282, 7.9036], [-1.3332, -2.6340, 8.0535], [0.0754, -0.1760, 9.6081], [-1.6647, -0.5817, 9.7579], [-1.1644, 1.0180, 9.1716]]
}



# 3
{
  "formula": "C34H68BrF5O25S8",
  "method": "wB97M-V/def2-TZVPD",
  "homo_lumo_gap_ev": 10.361,
  "spin_multiplicity": 1,
  "e_tot_ha": -9476.10899,
  "species": ["C", "C", "Br", "C", "C", "O", "S", "O", "O", "O", "C", "C", "F", "F", "C", "C", "C", "C", "C", "C", "F", "F", "F", "C", "H", "H", "H", "H", "H", "H", "H", "H", "H", "H", "H", "H", "O", "S", "O", "O", "C", "C", "C", "H", "H", "H", "H", "H", "H", "H", "H", "O", "S", "O", "O", "C", "C", "C", "H", "H", "H", "H", "H", "H", "H", "H", "O", "S", "O", "O", "C", "C", "C", "H", "H", "H", "H", "H", "H", "H", "H", "O", "S", "O", "O", "C", "C", "C", "H", "H", "H", "H", "H", "H", "H", "H", "O", "S", "O", "O", "C", "C", "C", "H", "H", "H", "H", "H", "H", "H", "H", "O", "S", "O", "O", "C", "C", "C", "H", "H", "H", "H", "H", "H", "H", "H", "O", "S", "O", "O", "C", "C", "C", "H", "H", "H", "H", "H", "H", "H", "H"],
  "positions_angstrom": [[3.7548, -0.3039, 3.9899], [4.0382, 0.0875, 2.5537], [5.3114, 1.5772, 2.4548], [4.5530, -1.0857, 1.7486], [4.4052, -0.9619, 0.2358], [5.4538, -1.8276, -0.3646], [4.9251, -3.3435, -0.3349], [5.2949, -3.8836, -1.6017], [5.5390, -3.9957, 0.7709], [3.3879, -3.0250, -0.1423], [3.1900, -1.6298, -0.4288], [1.8604, -1.0922, 0.0728], [2.0262, 0.2480, 0.1175], [1.6495, -1.5395, 1.3298], [0.6752, -1.4401, -0.7962], [0.1498, -2.7333, -0.7553], [-0.9575, -3.0484, -1.5313], [-1.5500, -2.0890, -2.3495], [-1.0109, -0.8082, -2.3838], [-1.6474, 0.2676, -3.2039], [-0.7715, 1.1567, -3.6529], [-2.3375, -0.2035, -4.2291], [-2.5168, 0.9622, -2.4337], [0.1046, -0.4733, -1.6151], [4.5238, -0.9438, 4.4028], [3.6212, 0.5961, 4.5773], [2.8061, -0.8299, 3.9986], [3.1284, 0.5013, 2.1471], [4.0542, -1.9899, 2.0857], [5.6102, -1.2142, 1.9512], [4.6438, 0.0230, -0.1364], [3.3320, -1.4957, -1.4960], [0.5970, -3.4629, -0.0996], [-1.3913, -4.0327, -1.4898], [-2.4217, -2.3046, -2.9401], [0.4787, 0.5332, -1.6670], [8.8157, 0.4544, -4.9048], [7.9418, -0.4826, -5.5413], [6.5481, -0.4905, -5.2201], [8.5398, -1.9407, -5.3658], [8.8371, -2.3957, -4.0235], [7.5946, -2.7347, -3.2278], [8.1234, -0.3771, -7.2875], [9.4471, -1.6456, -3.5178], [9.4525, -3.2823, -4.1610], [6.9902, -1.8494, -3.0390], [7.8688, -3.1664, -2.2663], [6.9723, -3.4470, -3.7674], [9.1807, -0.3921, -7.5354], [7.6733, 0.5635, -7.5957], [7.5996, -1.2121, -7.7443], [-4.5574, -3.3021, -1.6108], [-5.9523, -3.1742, -1.9115], [-6.4497, -1.9451, -2.4449], [-6.7844, -3.5797, -0.6280], [-6.4672, -2.9163, 0.6215], [-6.9328, -1.4773, 0.6743], [-6.4689, -4.4974, -2.9483], [-5.3941, -2.9936, 0.8028], [-6.9714, -3.5063, 1.3835], [-6.3989, -0.8595, -0.0464], [-6.7616, -1.0638, 1.6669], [-7.9958, -1.4068, 0.4454], [-6.1073, -5.4347, -2.5353], [-6.0332, -4.3198, -3.9288], [-7.5533, -4.4869, -3.0117], [-2.3703, 3.5684, 0.8162], [-1.3067, 3.5924, -0.1395], [-0.3641, 2.5160, -0.1989], [-0.5228, 4.9681, 0.0102], [-0.0008, 5.3096, 1.3153], [1.2194, 4.4936, 1.6953], [-1.9547, 3.8763, -1.7476], [-0.7951, 5.2132, 2.0568], [0.2597, 6.3641, 1.2459], [0.9734, 3.4403, 1.8205], [1.6316, 4.8610, 2.6351], [1.9847, 4.5637, 0.9223], [-2.6477, 4.7129, -1.7144], [-2.4699, 2.9705, -2.0462], [-1.1299, 4.0789, -2.4264], [-0.3055, -6.2243, -3.2014], [0.6257, -6.3834, -4.2770], [1.2661, -7.6437, -4.4869], [1.7163, -5.2364, -4.1791], [2.4414, -5.0919, -2.9356], [3.4832, -6.1719, -2.7512], [-0.1111, -5.8589, -5.7854], [1.7383, -5.0545, -2.1009], [2.9345, -4.1238, -2.9995], [3.0341, -7.1585, -2.6450], [4.0877, -5.9716, -1.8711], [4.1394, -6.2083, -3.6208], [-0.5801, -4.8911, -5.6334], [-0.8555, -6.6062, -6.0497], [0.6585, -5.8080, -6.5506], [-9.9669, 2.2835, 1.4315], [-8.7103, 2.3561, 2.1111], [-8.0327, 1.1541, 2.4872], [-8.8719, 3.2934, 3.3830], [-9.9163, 2.9756, 4.3287], [-9.5939, 1.7658, 5.1826], [-7.5980, 3.3791, 1.2133], [-10.8594, 2.8497, 3.7948], [-10.0064, 3.8626, 4.9518], [-9.5481, 0.8562, 4.5864], [-10.3633, 1.6365, 5.9440], [-8.6279, 1.8892, 5.6718], [-8.1034, 4.3025, 0.9458], [-7.3140, 2.8270, 0.3204], [-6.7237, 3.5717, 1.8291], [2.9492, -2.0484, 6.3621], [2.8928, -3.4738, 6.2408], [1.8479, -4.0800, 5.4763], [2.9305, -4.1109, 7.6938], [1.9435, -3.6677, 8.6522], [0.5602, -4.2208, 8.3754], [4.4422, -4.0893, 5.6805], [1.9402, -2.5773, 8.6871], [2.3078, -4.0267, 9.6122], [0.1542, -3.8351, 7.4420], [-0.1165, -3.9414, 9.1831], [0.5907, -5.3073, 8.2982], [5.2366, -3.6449, 6.2734], [4.5396, -3.8015, 4.6354], [4.4415, -5.1718, 5.7709], [-0.5153, 11.3530, 0.8237], [-1.5636, 11.1534, -0.1289], [-2.7569, 10.4665, 0.2557], [-0.9498, 10.4664, -1.4226], [-0.2100, 9.2377, -1.2445], [-1.0969, 8.0453, -0.9497], [-1.9982, 12.6862, -0.8727], [0.5402, 9.3806, -0.4650], [0.3183, 9.0909, -2.1841], [-1.5985, 8.1479, 0.0118], [-0.5029, 7.1353, -0.9283], [-1.8690, 7.9459, -1.7134], [-1.0928, 13.1977, -1.1860], [-2.5213, 13.2663, -0.1163], [-2.6535, 12.4916, -1.7171]]
}